*P*
C3H7IN3 | ωB97M-V/def2-TZVPD

```
14
C3H7IN3 (ωB97M-V/def2-TZVPD)
C 2.340 -0.208 -1.167
N 1.533 -0.086 -0.052
N 0.449 -0.551 0.145
C -0.418 -0.830 1.059
N -1.590 -0.152 1.127
C -1.635 0.849 0.055
I -3.387 -0.588 2.009
H 2.080 -1.035 -1.930
H 2.112 0.816 -1.690
H 3.430 -0.132 -0.883
H -0.081 -1.592 1.837
H -1.011 1.576 0.498
H -1.191 0.690 -0.999
H -2.630 1.243 -0.009
```

LUMO energy (Ha): -0.196
Orbital gap (eV): 7.89
HOMO level (Ha): -0.4861
Charge: +1
SMILES: C/N=N/C=[N+](\C)I


*Q*
C3H7IN3 | ωB97M-V/def2-TZVPD

```
14
C3H7IN3 (ωB97M-V/def2-TZVPD)
C -0.043 0.171 -0.132
C 3.299 2.945 0.171
C -1.245 -1.966 0.045
N 2.947 1.957 -0.255
N -1.130 -0.511 -0.029
N -2.284 0.131 -0.054
I 1.807 -0.993 -0.177
H 2.499 0.768 -0.126
H 3.570 3.900 0.517
H -0.830 -2.218 1.006
H -2.360 -2.358 0.105
H -0.794 -2.482 -0.898
H -3.064 -0.401 0.245
H -2.371 1.058 -0.417
```

LUMO energy (Ha): -0.133
Orbital gap (eV): 9.01
HOMO level (Ha): -0.4644
Charge: +1


Most stable pick: *P*. Distance to second place: 115.3 kJ/mol.


*P*
H36O18 | ωB97M-V/def2-TZVPD

```
54
H36O18 (ωB97M-V/def2-TZVPD)
O 3.588 -2.405 0.121
H 4.056 -2.996 -0.392
H 3.539 -2.759 1.048
O -1.126 -0.030 0.426
H -0.544 0.575 0.893
H -0.516 -0.854 0.546
O -4.021 0.533 0.799
H -3.291 1.235 1.102
H -3.369 -0.090 0.738
O -1.613 3.194 1.489
H -2.023 3.091 2.394
H -1.981 3.870 1.101
O -2.734 -4.870 2.267
H -2.351 -4.315 1.598
H -2.949 -4.209 2.898
O -1.287 1.244 3.879
H -1.522 1.140 2.892
H -0.904 2.118 4.069
O 2.148 -0.606 -3.199
H 2.721 -0.964 -2.415
H 1.202 -0.300 -2.788
O 2.679 3.242 1.969
H 2.166 2.813 1.263
H 3.694 2.979 1.767
O -0.341 -2.985 0.064
H -1.311 -2.720 0.076
H 0.043 -3.009 -0.807
O -2.665 5.211 -0.614
H -1.747 5.565 -0.894
H -2.857 4.455 -1.440
O -0.228 -5.365 1.706
H -0.410 -5.027 0.819
H -0.606 -6.218 1.755
O 1.389 -4.261 -3.289
H 2.175 -4.429 -3.804
H 1.738 -3.611 -2.810
O -0.963 -0.629 -4.130
H -1.520 -1.180 -4.604
H -0.187 -0.346 -4.639
O 1.871 2.924 -3.426
H 2.322 3.221 -2.755
H 2.206 2.162 -3.749
O 0.979 0.109 4.968
H -0.001 0.419 4.963
H 1.453 0.702 5.622
O 1.613 1.879 -1.235
H 1.320 1.421 -2.017
H 1.559 1.429 -0.492
O -1.481 3.672 -3.131
H -1.706 3.991 -4.060
H -0.894 2.865 -3.245
O 0.798 -0.265 2.116
H 1.210 -0.885 1.628
H 0.679 -0.730 2.962
```

LUMO energy (Ha): -0.018
Orbital gap (eV): 10.09
HOMO level (Ha): -0.3885


*Q*
H36O18 | ωB97M-V/def2-TZVPD

```
54
H36O18 (ωB97M-V/def2-TZVPD)
O -3.866 -1.974 3.117
H -2.916 -1.867 3.173
H -4.015 -2.746 3.674
O 0.780 0.633 -1.428
H 1.625 1.074 -1.483
H 0.877 -0.283 -1.159
O 1.533 4.345 0.042
H 1.349 5.144 -0.447
H 1.972 4.661 0.839
O 2.428 -2.687 2.552
H 3.002 -3.234 2.005
H 3.089 -2.166 3.021
O 0.442 0.962 2.779
H 0.647 0.270 2.141
H 0.417 1.749 2.210
O 3.774 0.436 -0.639
H 4.237 -0.174 -1.221
H 3.877 1.304 -1.030
O -4.361 -0.234 -3.430
H -3.864 -1.069 -3.399
H -4.736 -0.451 -2.559
O 0.142 -4.660 4.342
H 0.809 -4.282 3.749
H -0.404 -3.875 4.429
O -0.722 2.513 0.697
H -1.557 2.612 1.163
H -0.618 3.116 -0.033
O 2.798 2.284 -5.758
H 2.526 2.685 -4.935
H 2.263 1.538 -6.013
O -2.803 1.242 3.451
H -3.191 0.450 3.082
H -1.942 1.514 3.133
O -2.450 5.000 2.419
H -1.528 5.267 2.407
H -2.587 4.519 3.240
O -1.304 0.529 -3.540
H -0.635 1.171 -3.314
H -1.624 0.533 -4.443
O -1.047 -2.813 -2.379
H -0.542 -2.183 -2.874
H -1.405 -3.586 -2.802
O 3.166 -0.477 4.261
H 4.069 -0.165 4.164
H 2.612 0.293 4.248
O 1.395 -2.621 -1.160
H 0.477 -2.989 -1.190
H 1.335 -2.505 -0.198
O 1.441 -2.472 -3.952
H 1.254 -1.789 -4.599
H 1.415 -2.119 -3.052
O -2.871 -1.077 -1.044
H -1.920 -1.222 -1.049
H -2.846 -0.125 -1.210
```

LUMO energy (Ha): -0.015
Orbital gap (eV): 10.27
HOMO level (Ha): -0.3926


Most stable pick: *Q*. Distance to second place: 375.7 kJ/mol.


*P*
C24H21BClCsN10O6 | ωB97M-V/def2-TZVPD

```
64
C24H21BClCsN10O6 (ωB97M-V/def2-TZVPD)
Cs 0.081 1.241 1.180
C -2.726 -2.314 2.799
C -1.834 -1.282 3.160
N -0.698 -1.391 2.498
N -0.821 -2.463 1.686
C -2.042 -3.044 1.863
B 0.202 -2.727 0.582
N 1.671 -2.407 0.881
C 2.706 -3.285 0.919
C 3.857 -2.578 1.155
C 3.427 -1.237 1.232
N 2.124 -1.146 1.061
N -0.252 -1.816 -0.687
C -1.455 -1.654 -1.085
C -1.494 -0.755 -2.258
C -0.033 -0.444 -2.341
N 0.670 -1.071 -1.482
N 0.050 -4.179 0.131
C 0.100 -5.282 0.910
C -0.008 -6.382 0.093
C -0.102 -5.836 -1.200
N -0.081 -4.514 -1.174
H -3.721 -2.490 3.168
H -1.972 -0.474 3.862
H -2.323 -3.930 1.317
H 2.552 -4.340 0.773
H 4.854 -2.972 1.254
H 4.006 -0.344 1.411
H -2.285 -2.134 -0.586
H -1.758 -1.354 -3.142
H 0.425 0.223 -3.056
H 0.196 -5.197 1.981
H -0.014 -7.418 0.384
H -0.204 -6.349 -2.143
O -5.845 2.905 3.375
C -4.723 2.775 2.932
C -4.347 2.249 1.581
O -5.112 1.723 0.777
C -2.905 2.443 1.390
C -2.327 2.879 2.653
O -1.118 3.049 3.020
C -3.427 3.080 3.631
O -3.303 3.397 4.801
O -2.327 2.153 0.289
C 4.231 5.142 -3.262
C 3.277 4.160 -2.645
C 1.923 4.438 -2.522
C 1.087 3.508 -1.919
N 1.522 2.344 -1.447
C 2.820 2.069 -1.569
C 3.725 2.936 -2.154
H 3.707 6.019 -3.640
H 4.780 4.687 -4.087
H 4.965 5.477 -2.526
H 1.518 5.376 -2.878
H 0.027 3.707 -1.792
H 3.147 1.120 -1.155
H 4.773 2.667 -2.214
Cl -2.292 1.452 -3.591
C -2.479 0.417 -2.146
H -2.340 1.026 -1.245
H -3.500 0.045 -2.138
O 1.265 3.898 1.793
N 0.177 4.206 1.541
```

LUMO energy (spin up / spin down) (Ha): 0.044 / 0.044
Orbital gap (spin up / spin down) (eV): 4.45 / 4.45
HOMO level (spin up / spin down) (Ha): -0.1195 / -0.1195
Charge: -1
Spin multiplicity: 2
⟨S²⟩: 0.754


*Q*
C24H21BClCsN10O6 | ωB97M-V/def2-TZVPD

```
64
C24H21BClCsN10O6 (ωB97M-V/def2-TZVPD)
Cs -0.646 0.095 -0.582
C 1.425 3.276 3.100
C 0.355 2.469 2.687
N 0.236 2.463 1.369
N 1.212 3.278 0.903
C 1.946 3.767 1.924
B 1.424 3.486 -0.619
N 2.533 2.569 -1.178
C 3.800 2.919 -1.480
C 4.477 1.786 -1.870
C 3.518 0.769 -1.765
N 2.355 1.242 -1.340
N 0.091 3.212 -1.338
C -1.134 3.629 -0.937
C -2.020 3.391 -1.961
C -1.221 2.828 -2.976
N 0.047 2.734 -2.602
N 1.809 4.958 -0.928
C 1.277 5.732 -1.898
C 1.940 6.938 -1.893
C 2.882 6.802 -0.862
N 2.802 5.613 -0.286
H 1.768 3.471 4.101
H -0.334 1.893 3.286
H 2.766 4.436 1.731
H 4.130 3.940 -1.391
H 5.503 1.712 -2.187
H 3.619 -0.281 -1.997
H -1.283 4.036 0.048
H -3.081 3.574 -1.968
H -1.514 2.477 -3.954
H 0.479 5.370 -2.524
H 1.765 7.784 -2.535
H 3.611 7.516 -0.511
O -6.148 -3.238 3.215
C -5.255 -2.749 2.582
C -5.420 -1.775 1.400
O -6.467 -1.402 0.945
C -4.019 -1.424 0.937
C -3.118 -2.158 1.763
O -1.792 -2.145 1.495
C -3.751 -2.974 2.768
O -3.247 -3.716 3.589
O -3.727 -0.669 0.007
C 4.827 -4.944 0.215
C 3.543 -4.180 0.060
C 3.527 -2.806 -0.128
C 2.311 -2.151 -0.260
N 1.133 -2.769 -0.216
C 1.149 -4.090 -0.037
C 2.311 -4.827 0.104
H 5.683 -4.273 0.239
H 4.960 -5.641 -0.615
H 4.819 -5.528 1.136
H 4.448 -2.237 -0.155
H 2.285 -1.075 -0.392
H 0.186 -4.587 0.011
H 2.254 -5.898 0.256
Cl 2.717 -0.101 2.400
C 1.251 -0.863 2.787
H 0.731 -0.522 3.666
H 0.855 -1.609 2.117
O -1.979 -2.830 -0.712
N -2.118 -3.307 0.311
```

LUMO energy (spin up / spin down) (Ha): 0.051 / 0.051
Orbital gap (spin up / spin down) (eV): 7.10 / 7.10
HOMO level (spin up / spin down) (Ha): -0.2095 / -0.2096
Charge: -1
Spin multiplicity: 2
⟨S²⟩: 0.754


Most stable pick: *P*. Distance to second place: 16.5 kJ/mol.


*P*
C3H10NS | ωB97M-V/def2-TZVPD

```
15
C3H10NS (ωB97M-V/def2-TZVPD)
C -0.737 2.037 -0.575
S -0.395 1.527 1.145
H -0.186 1.402 -1.279
H -0.405 3.063 -0.805
H -1.794 2.009 -0.814
C 1.567 -1.359 -1.223
C 0.760 -1.985 -0.108
N -0.662 -1.688 -0.188
H 1.164 -1.630 -2.197
H 2.583 -1.745 -1.160
H 1.556 -0.273 -1.120
H 1.184 -1.656 0.846
H 0.883 -3.082 -0.107
H -0.791 -0.678 -0.098
H -1.111 -2.117 0.610
```

LUMO energy (Ha): 0.151
Orbital gap (eV): 6.46
HOMO level (Ha): -0.0867
Charge: -1


*Q*
C3H10NS | ωB97M-V/def2-TZVPD

```
15
C3H10NS (ωB97M-V/def2-TZVPD)
C 2.153 1.703 1.388
C 0.802 1.089 1.045
S 0.948 -0.607 0.372
H 2.805 1.694 0.513
H 2.652 1.126 2.169
H 2.054 2.742 1.734
H 0.312 1.729 0.305
H 0.166 1.068 1.934
C -2.148 -1.563 -1.004
N -1.159 -1.658 -2.073
H -1.794 -1.115 -0.074
H -2.547 -2.560 -0.799
H -2.990 -0.975 -1.386
H -0.988 -0.730 -2.442
H -0.268 -1.942 -1.681
```

LUMO energy (Ha): 0.162
Orbital gap (eV): 6.80
HOMO level (Ha): -0.0878
Charge: -1


Most stable pick: *P*. Distance to second place: 8.5 kJ/mol.